Entry 1:
236
Properties=species:S:1:pos:R:3:forces:R:3 method="wB97M-V/def2-TZVPD" energy_ha=-4146.975045 de_lowest_kj_mol=232.59 orbital_gap_ev=9.057 homo_ev=-8.6 max_force_ev_per_a=3.6 spin_multiplicity=1
C 17.191 12.062 -31.221 0.800 -0.115 -0.723
C 15.731 12.284 -30.922 -0.500 0.120 -0.505
C 14.723 11.294 -31.548 0.762 -0.112 -0.368
O 15.557 12.332 -29.527 -0.190 0.115 0.410
H 17.881 12.837 -30.886 -0.520 0.339 0.574
H 17.406 12.074 -32.289 -0.244 -0.553 -0.229
H 17.557 11.145 -30.760 -0.073 -0.280 -0.211
H 15.448 13.253 -31.334 -0.026 0.277 0.358
H 13.766 11.336 -31.027 0.036 0.262 -0.149
H 15.044 10.252 -31.552 0.279 -0.118 0.387
H 14.617 11.522 -32.608 -0.314 0.160 -0.023
H 15.766 11.440 -29.241 -0.009 -0.097 0.488
C 23.849 -2.027 -27.663 0.787 0.552 -0.009
C 24.686 -1.656 -26.448 -1.031 -0.141 0.411
C 23.920 -0.681 -25.548 0.861 0.574 -0.688
O 24.933 -2.840 -25.711 0.362 -0.441 -0.018
H 24.403 -2.756 -28.253 -0.510 -0.614 0.288
H 23.781 -1.195 -28.364 -0.274 0.354 0.276
H 22.857 -2.287 -27.293 0.056 -0.497 -0.502
H 25.644 -1.246 -26.767 0.068 0.337 -0.034
H 23.913 0.224 -26.156 -0.580 0.426 0.347
H 24.458 -0.451 -24.628 0.186 -0.040 0.010
H 22.921 -1.006 -25.258 0.028 -0.131 -0.372
H 25.562 -2.559 -25.042 0.045 -0.376 0.293
C 23.752 -2.280 -36.800 -0.641 0.938 0.944
C 22.222 -2.145 -36.754 -0.732 -1.789 -2.098
C 21.444 -3.448 -36.531 0.394 -0.371 0.631
O 21.790 -1.228 -35.808 0.617 1.119 0.977
H 24.206 -2.659 -37.716 -0.547 -0.560 0.112
H 24.036 -2.822 -35.898 0.488 -0.142 -0.190
H 24.151 -1.268 -36.736 0.066 0.091 0.275
H 21.882 -1.880 -37.755 0.161 0.732 -0.301
H 21.611 -3.795 -35.511 0.077 -0.095 0.126
H 21.700 -4.270 -37.200 0.149 0.146 -0.186
H 20.371 -3.271 -36.615 -0.046 0.113 -0.127
H 20.885 -0.950 -35.966 0.013 -0.178 -0.158
C 13.720 -7.230 -42.072 0.386 1.573 1.332
C 13.402 -5.781 -41.486 0.515 -0.226 -1.996
C 14.606 -4.799 -41.549 -0.065 -0.857 -0.164
O 12.395 -5.174 -42.342 0.349 -0.265 0.881
H 14.519 -7.602 -41.431 0.199 -0.335 -0.228
H 14.053 -7.175 -43.108 -0.048 0.065 0.088
H 12.887 -7.925 -41.963 -0.181 0.201 -0.079
H 13.071 -5.882 -40.452 -0.268 0.059 0.042
H 14.353 -3.785 -41.240 -0.247 -0.166 0.101
H 15.005 -4.739 -42.562 -0.279 -0.023 -0.193
H 15.451 -5.148 -40.956 -0.144 -0.075 0.311
H 11.716 -5.843 -42.457 -0.217 0.049 -0.095
C 17.686 2.212 -31.435 0.400 0.844 -0.982
C 16.595 3.187 -31.978 0.459 -1.345 0.096
C 15.909 2.601 -33.219 -0.141 0.162 -0.073
O 16.807 2.348 -34.275 0.482 0.253 0.599
C 16.193 2.003 -35.490 -0.096 0.705 0.422
N 15.645 3.280 -30.881 -0.296 -0.265 0.189
H 18.438 2.033 -32.203 0.011 -0.030 -0.055
H 17.283 1.238 -31.158 -0.275 0.053 0.019
H 18.208 2.642 -30.580 -0.210 0.030 0.079
H 17.022 4.163 -32.209 0.064 -0.014 -0.012
H 15.088 3.249 -33.527 0.055 0.732 -0.341
H 15.336 1.717 -32.941 0.318 -0.758 0.227
H 15.567 1.126 -35.326 0.082 -0.324 -0.505
H 16.984 1.916 -36.235 -0.139 -0.530 0.091
H 15.565 2.832 -35.815 -0.346 0.073 -0.144
H 15.550 2.310 -30.617 -0.210 -0.151 0.690
H 14.705 3.508 -31.173 -0.157 0.564 -0.295
C 14.160 -5.781 -26.018 0.170 1.195 0.215
C 12.958 -4.941 -26.601 2.134 -2.400 -0.479
C 12.959 -5.049 -28.174 0.290 0.769 0.117
O 14.200 -4.612 -28.819 -0.495 -0.440 1.374
C 14.145 -4.748 -30.216 -0.597 0.430 -0.175
N 11.767 -5.565 -26.009 -0.719 0.513 -0.320
H 14.247 -6.827 -26.309 -0.443 0.047 -0.433
H 13.984 -5.776 -24.942 0.230 -0.074 0.175
H 15.137 -5.323 -26.175 0.014 0.066 -0.184
H 13.102 -3.923 -26.241 -0.381 0.057 -0.265
H 12.151 -4.444 -28.584 -0.212 0.123 0.020
H 12.758 -6.079 -28.468 0.036 -0.282 0.129
H 15.030 -4.339 -30.703 0.278 -0.166 0.486
H 13.323 -4.145 -30.601 -0.353 -0.001 -0.184
H 13.991 -5.776 -30.542 0.063 -0.227 0.057
H 11.814 -5.455 -25.006 -0.103 0.717 0.227
H 11.848 -6.571 -26.035 0.088 -0.323 -0.760
C 8.873 11.824 -38.412 -0.089 -1.061 -0.511
C 10.039 12.666 -38.944 -0.391 -0.337 0.916
C 11.047 11.889 -39.852 -1.063 -0.357 1.049
O 11.379 10.662 -39.171 -1.842 2.899 1.148
C 12.525 10.078 -39.606 -0.068 -1.148 -0.608
N 9.447 13.891 -39.511 0.668 0.101 -0.460
H 8.132 12.292 -37.764 0.456 0.737 0.035
H 9.204 10.938 -37.871 0.246 0.005 -0.091
H 8.276 11.474 -39.254 0.035 -0.104 -0.218
H 10.614 12.976 -38.071 0.429 -0.275 0.147
H 11.916 12.532 -39.989 0.322 -0.078 -0.017
H 10.649 11.619 -40.831 -0.263 0.193 -0.221
H 12.634 9.247 -38.910 0.689 -0.178 -0.339
H 13.391 10.741 -39.627 0.181 0.013 0.031
H 12.243 9.726 -40.598 1.052 -0.511 -0.515
H 10.131 14.351 -40.094 0.206 -0.039 -0.603
H 9.429 14.544 -38.741 -0.567 0.137 0.259
C 18.978 8.844 -24.235 -0.121 -0.684 -0.439
C 17.606 8.385 -23.763 -0.435 1.647 0.739
C 16.962 9.368 -22.699 0.938 -0.957 1.225
O 17.688 9.439 -21.449 0.151 0.197 -1.126
C 17.753 8.237 -20.724 -0.015 0.216 0.090
N 16.735 8.466 -24.899 -0.739 -0.226 -1.379
H 19.707 8.921 -23.428 -0.050 0.340 -0.170
H 18.883 9.695 -24.909 0.003 0.613 0.710
H 19.326 8.103 -24.955 0.313 -0.462 0.194
H 17.652 7.334 -23.476 0.161 0.101 0.927
H 15.944 9.084 -22.435 -0.312 -0.445 -0.315
H 16.887 10.409 -23.013 0.385 -0.218 -0.560
H 16.858 8.132 -20.110 -0.144 -0.181 0.169
H 18.630 8.316 -20.082 -0.077 -0.140 0.077
H 17.852 7.356 -21.358 0.067 -0.037 -0.038
H 15.811 8.105 -24.713 -0.311 0.142 0.418
H 17.079 7.792 -25.568 0.175 0.087 -0.539
C 22.769 8.774 -36.964 0.571 1.186 0.342
O 23.506 9.971 -37.318 -0.313 -1.152 -1.010
C 23.159 10.416 -38.633 0.371 2.225 0.590
C 23.962 11.690 -38.979 1.485 -1.819 0.865
N 25.418 11.364 -39.164 -1.154 0.560 -1.417
C 26.121 12.554 -39.635 -0.161 0.012 0.827
C 27.605 12.433 -39.474 0.749 -0.030 -1.287
O 28.240 13.661 -39.940 -0.421 -1.104 1.735
C 29.624 13.757 -39.614 0.369 0.052 -1.561
H 21.714 9.023 -36.843 -0.196 -0.082 -0.191
H 23.146 8.485 -35.983 0.043 -0.181 -0.153
H 22.901 7.973 -37.693 0.053 0.009 -0.035
H 22.144 10.812 -38.602 -0.560 -0.544 -0.137
H 23.301 9.731 -39.469 -0.006 -0.606 0.383
H 23.870 12.432 -38.186 -0.318 0.153 0.154
H 23.516 12.090 -39.889 0.400 0.052 -0.192
H 25.877 10.879 -38.407 -0.439 0.291 0.330
H 25.810 13.414 -39.042 -0.143 0.455 -0.022
H 25.877 12.748 -40.679 -0.043 0.010 -0.043
H 27.924 11.600 -40.101 0.272 -0.101 -0.377
H 27.880 12.084 -38.478 0.118 0.769 0.488
H 30.140 13.672 -40.570 0.336 -0.114 -0.158
H 30.065 12.973 -38.998 -0.546 -0.021 0.402
H 29.911 14.749 -39.265 -0.467 -0.022 0.467
C 28.329 3.970 -42.906 -0.447 -0.256 -1.278
O 27.490 2.827 -42.839 -0.458 -0.366 0.971
C 26.992 2.323 -44.063 0.979 -0.238 -1.181
C 25.718 2.971 -44.574 -0.374 -0.415 1.624
N 24.757 2.842 -43.433 -0.059 0.882 -1.111
C 23.556 3.664 -43.655 -0.831 -0.786 0.456
C 22.254 2.793 -43.701 1.512 1.114 -1.090
O 21.243 3.762 -43.884 0.409 -0.039 0.248
C 20.007 3.284 -44.301 -0.145 -0.325 -0.294
H 27.823 4.704 -43.532 0.221 0.388 -0.084
H 29.257 3.666 -43.391 0.277 0.245 0.016
H 28.538 4.436 -41.943 -0.273 -0.552 0.151
H 26.852 1.243 -44.021 -0.425 -0.006 0.942
H 27.770 2.326 -44.826 0.342 0.703 -0.279
H 25.361 2.428 -45.449 -0.040 -0.043 0.007
H 25.844 4.019 -44.847 0.202 0.199 -0.123
H 25.291 3.184 -42.647 -0.193 -0.054 0.339
H 23.623 4.216 -44.593 -0.080 -0.309 -0.365
H 23.357 4.482 -42.963 0.424 -0.206 0.668
H 22.107 2.085 -42.886 -0.089 0.437 0.567
H 22.420 2.160 -44.572 -0.504 -0.178 -0.466
H 19.318 4.128 -44.301 -0.158 -0.236 0.351
H 19.712 2.440 -43.678 -0.528 0.113 0.263
H 20.022 2.904 -45.323 0.238 -0.073 -0.328
C 24.837 5.853 -25.954 -1.323 -0.769 -0.051
O 24.723 5.798 -24.517 1.026 0.453 -1.745
C 25.850 6.482 -24.010 0.623 -1.273 2.016
C 26.085 6.045 -22.540 -0.333 1.139 0.109
N 25.152 6.578 -21.534 0.656 -0.873 0.231
C 25.526 5.917 -20.264 -2.524 -0.074 1.523
C 24.687 4.583 -20.088 1.799 -0.247 0.025
O 23.334 4.707 -20.323 -2.134 0.634 -0.928
C 22.643 3.455 -20.401 0.483 0.077 0.017
H 24.755 6.859 -26.365 0.004 0.224 0.269
H 24.025 5.252 -26.364 -0.331 0.217 0.155
H 25.708 5.378 -26.406 0.622 0.053 0.663
H 25.808 7.559 -24.168 -0.274 0.148 0.271
H 26.779 6.128 -24.457 0.020 -0.085 -0.710
H 27.066 6.396 -22.218 0.237 -0.002 -0.301
H 26.055 4.966 -22.387 0.428 -0.357 -0.983
H 24.307 6.054 -21.708 -0.863 0.673 -0.503
H 25.175 6.532 -19.435 0.128 0.428 0.015
H 26.587 5.758 -20.072 0.002 -0.208 -0.482
H 24.716 4.158 -19.085 1.090 -0.083 0.221
H 25.124 3.916 -20.831 0.015 -0.729 0.066
H 21.577 3.545 -20.610 0.148 0.775 -0.008
H 22.713 2.906 -19.462 0.244 -0.048 0.203
H 23.052 2.836 -21.200 0.251 -0.078 -0.074
C 14.482 2.365 -25.179 -0.329 0.612 -0.782
O 13.226 2.911 -25.479 -2.794 0.267 0.871
C 12.487 3.490 -24.355 0.618 -0.731 -0.218
C 11.200 4.213 -24.774 1.255 1.005 -1.081
N 11.622 5.272 -25.738 -0.889 0.179 -0.619
C 10.532 5.896 -26.565 -0.362 -1.646 0.500
C 9.800 4.877 -27.472 1.474 0.171 0.075
O 10.836 4.333 -28.366 -1.854 0.620 0.649
C 10.352 3.420 -29.349 0.650 0.394 0.328
H 14.664 1.722 -26.040 0.524 -0.026 0.158
H 14.531 1.769 -24.267 -0.058 0.147 0.198
H 15.129 3.242 -25.192 0.882 -0.438 0.400
H 13.213 4.095 -23.812 -0.253 0.718 -0.039
H 12.179 2.742 -23.624 0.107 -0.646 -0.118
H 10.740 4.652 -23.888 -0.017 -0.005 0.033
H 10.499 3.536 -25.261 -0.038 -0.406 0.278
H 12.101 4.701 -26.420 0.711 0.204 -0.298
H 10.881 6.666 -27.254 0.543 0.066 0.404
H 9.780 6.330 -25.906 0.031 0.187 0.102
H 8.999 5.440 -27.950 0.049 -0.167 -0.764
H 9.319 4.091 -26.890 0.110 -0.312 -0.048
H 10.144 2.441 -28.916 -0.084 -0.107 0.073
H 11.184 3.339 -30.048 -0.174 -0.230 -0.137
H 9.471 3.782 -29.878 -0.090 0.147 0.030
C 3.504 3.144 -33.224 -0.386 2.079 -0.849
O 4.605 3.806 -33.886 1.069 -0.968 0.342
C 4.256 4.719 -34.938 -1.330 -0.673 0.502
C 5.460 5.265 -35.729 -1.004 -1.846 0.863
N 5.986 4.161 -36.590 -0.321 1.605 0.442
C 7.244 4.502 -37.243 -0.445 -0.849 -0.301
C 7.703 3.173 -37.865 1.092 0.951 0.247
O 7.881 2.203 -36.876 -0.700 -1.990 0.285
C 8.102 0.883 -37.436 0.520 0.375 1.032
H 2.877 2.593 -33.924 0.184 -0.315 -0.121
H 2.894 3.971 -32.860 -0.532 0.009 0.231
H 3.726 2.559 -32.331 0.900 -0.064 -0.479
H 3.651 5.499 -34.477 0.214 0.648 0.056
H 3.533 4.194 -35.562 0.160 -0.071 -0.653
H 6.121 5.583 -34.923 0.728 0.235 -0.214
H 5.117 6.140 -36.281 0.166 -0.181 -0.283
H 6.351 3.464 -35.956 -0.731 -0.520 0.448
H 7.861 4.943 -36.460 0.960 -0.123 -0.344
H 7.174 5.188 -38.087 -0.381 0.289 0.136
H 8.692 3.312 -38.302 0.048 0.190 -0.689
H 6.967 2.866 -38.608 -0.058 0.006 -0.106
H 8.296 0.164 -36.640 0.436 0.528 0.498
H 8.994 0.947 -38.059 -0.136 -0.267 -0.354
H 7.273 0.352 -37.905 -0.449 0.955 -0.685

---

Entry 2:
20
Properties=species:S:1:pos:R:3:forces:R:3 method="wB97M-V/def2-TZVPD" energy_ha=-349.069825 de_lowest_kj_mol=206.94 orbital_gap_ev=9.528 homo_ev=-8.8 max_force_ev_per_a=1.8 spin_multiplicity=1
C 0.247 0.041 -2.619 -0.930 0.569 -0.674
C 0.707 0.229 -1.199 0.571 0.495 -0.382
C 1.331 1.356 -0.849 0.785 -0.419 -0.705
C 1.240 -1.190 0.802 0.522 0.800 -0.438
C 0.562 -0.950 -0.326 -0.021 -0.688 0.767
C -0.579 -1.839 -0.608 -0.932 -0.339 0.175
C -0.709 -3.040 -1.164 0.044 0.940 0.023
H -0.842 0.097 -2.760 0.034 -0.667 0.461
H 0.622 -0.886 -3.044 -0.145 -0.202 0.093
H 0.522 0.832 -3.317 0.708 0.238 0.367
H 1.957 1.463 0.026 -0.552 0.100 0.416
H 1.515 2.077 -1.638 -0.168 0.199 0.191
H 1.097 -2.060 1.419 -0.263 -0.152 -0.037
H 1.978 -0.474 1.148 0.119 -0.141 -0.052
H -1.503 -1.419 -0.196 0.064 -0.025 -0.115
H -1.717 -3.426 -1.150 0.116 -0.488 -0.249
H 0.089 -3.544 -1.690 0.046 -0.221 0.160
H -2.581 4.426 4.073 -0.792 0.070 -0.723
H -2.269 3.113 4.845 -0.575 -0.958 -0.142
O -2.028 4.012 4.712 1.369 0.887 0.864

---

Entry 3:
17
Properties=species:S:1:pos:R:3:forces:R:3 method="wB97M-V/def2-TZVPD" energy_ha=-272.676544 de_lowest_kj_mol=108.84 orbital_gap_ev=9.923 homo_ev=-8.7 max_force_ev_per_a=0.2 spin_multiplicity=1
C -1.793 0.555 -0.087 0.038 0.045 0.003
C -1.011 -0.736 -0.198 -0.138 -0.010 -0.019
C 0.374 -0.835 -0.784 0.072 -0.037 -0.166
C 1.221 0.429 -0.915 -0.011 -0.008 0.004
C 1.400 0.892 0.515 -0.075 -0.081 0.136
C 0.839 0.052 1.386 0.052 0.121 -0.147
C 0.158 -1.084 0.697 0.060 -0.103 0.162
H -2.561 0.602 -0.865 0.122 -0.010 0.069
H -2.296 0.629 0.884 0.044 -0.026 -0.130
H -1.159 1.440 -0.195 -0.064 -0.124 0.044
H -1.633 -1.599 -0.431 0.109 0.134 0.044
H 0.584 -1.662 -1.456 -0.055 0.118 0.106
H 0.741 1.197 -1.538 0.057 -0.107 0.097
H 2.190 0.209 -1.384 -0.150 0.028 0.062
H 1.908 1.817 0.774 -0.074 -0.115 -0.019
H 0.841 0.174 2.466 0.013 0.002 -0.166
H 0.199 -2.080 1.130 0.001 0.172 -0.080